(w)
C2H5ClFN | the ωB97M-V functional and the def2-TZVPD basis

Charge   0
Frontier orbital gap   9.635 eV
LUMO   0.92 eV
HOMO energy   -8.713 eV

Cartesian coordinates (Å):
C: 1.023 -1.099 -0.209
C: -0.974 0.023 -0.220
N: -0.611 1.339 0.050
F: -2.024 -0.559 0.504
Cl: 2.053 0.292 0.264
H: 1.443 -1.491 -1.155
H: 0.855 -1.774 0.650
H: -1.273 -0.167 -1.274
H: 0.391 1.458 -0.012
H: -0.749 1.571 1.023

(x)
C2H5ClFN | the ωB97M-V functional and the def2-TZVPD basis

Charge   0
Frontier orbital gap   10.077 eV
LUMO   -0.13 eV
HOMO energy   -10.209 eV

Cartesian coordinates (Å):
C: -0.400 -0.577 -0.160
C: 0.898 0.325 -0.653
H: 0.046 0.679 1.630
H: -1.784 -0.782 1.660
H: -0.609 -1.707 -0.365
H: -1.306 0.190 -0.687
H: 1.982 0.378 -0.215
N: -0.244 -0.581 1.388
F: 1.119 -0.078 -2.017
Cl: 0.297 2.152 -0.580

The most stable arrangement is (w), and the next structure is 64.6 kcal/mol less stable.

(w)
C6H6N2O4 | the ωB97M-V functional and the def2-TZVPD basis

Charge   0
Frontier orbital gap (spin up / spin down)   8.210 / 8.211 eV
LUMO (spin up / spin down)   -0.91 / -0.91 eV
HOMO energy (spin up / spin down)   -9.120 / -9.119 eV
SMILES   N[C@@H]1C=CC([N+](=O)[O-])=C1.O=C=O

Cartesian coordinates (Å):
C: -0.397 1.147 0.129
C: -1.338 1.027 1.091
C: -0.069 -0.188 -0.490
C: -1.565 -0.384 1.299
C: 1.366 0.749 3.000
C: -0.700 -1.195 0.382
N: -2.367 -0.953 2.334
N: 1.314 -0.276 -0.902
O: 0.945 1.706 3.451
O: 1.688 -0.175 2.419
O: -2.929 -0.239 3.122
O: -2.362 -2.159 2.320
H: -0.031 2.118 -0.021
H: -1.712 1.902 1.579
H: -0.765 -0.127 -1.526
H: -0.753 -2.261 0.157
H: 1.388 -1.183 -1.387
H: 2.024 -0.291 -0.219

(x)
C6H6N2O4 | the ωB97M-V functional and the def2-TZVPD basis

Charge   0
Frontier orbital gap (spin up / spin down)   6.887 / 7.893 eV
LUMO (spin up / spin down)   -1.75 / -0.75 eV
HOMO energy (spin up / spin down)   -8.637 / -8.644 eV

Cartesian coordinates (Å):
C: 0.654 -0.977 -1.405
C: 0.147 0.284 -1.266
C: 0.195 -1.953 -0.385
C: -0.658 0.508 -0.168
C: 0.433 3.941 1.377
C: -0.514 -1.326 0.702
N: -1.341 1.529 0.403
N: 0.958 -3.157 -0.245
O: 0.066 4.988 1.105
O: 0.839 2.919 1.700
O: -1.255 2.613 -0.184
O: -1.974 1.349 1.433
H: 1.297 -1.300 -2.202
H: 0.364 1.077 -1.966
H: -0.799 -2.233 -0.853
H: -1.048 -1.625 1.572
H: 0.687 -3.677 0.580
H: 1.950 -2.961 -0.198

The most stable arrangement is (w), and the next structure is 73.2 kcal/mol less stable.

(w)
C3H11NOS2 | the ωB97M-V functional and the def2-TZVPD basis

Charge   0
Frontier orbital gap   9.443 eV
LUMO   0.53 eV
HOMO energy   -8.912 eV
SMILES   C[C@@H](N)CSS.O

Cartesian coordinates (Å):
N: 1.297 -1.173 1.217
C: 1.663 -0.980 -0.175
C: 3.155 -0.648 -0.318
C: 0.792 -0.061 -1.009
S: -0.963 -0.555 -0.625
S: -1.949 1.308 -0.911
H: 1.753 -1.990 1.681
H: 1.553 -0.418 1.818
H: 1.588 -1.923 -0.714
H: 3.295 0.439 -0.063
H: 3.757 -1.245 0.400
H: 3.559 -0.896 -1.388
H: 0.937 1.034 -0.561
H: 0.845 -0.111 -2.039
H: -2.188 1.582 0.349
H: -1.386 0.430 3.225
H: -1.141 0.555 1.766
O: -1.088 1.106 2.576

(x)
C3H11NOS2 | the ωB97M-V functional and the def2-TZVPD basis

Charge   0
Frontier orbital gap   5.436 eV
LUMO   -3.66 eV
HOMO energy   -9.094 eV

Cartesian coordinates (Å):
S: -0.237 3.216 2.022
S: 0.129 -3.337 -1.146
C: 1.047 -1.779 -0.868
C: 0.296 -0.516 -1.280
N: -0.140 0.231 -0.117
C: 0.988 0.813 0.601
H: -0.346 -3.513 0.094
H: 1.343 -1.800 0.178
H: 1.977 -1.946 -1.411
H: -0.593 -0.780 -1.847
H: 0.918 0.009 -2.022
H: -0.654 1.040 -0.448
H: 1.795 1.070 -0.094
H: 1.412 0.137 1.354
H: 0.691 1.679 1.231
H: -3.617 1.989 1.463
H: -2.121 2.042 1.156
O: -2.887 1.447 1.135

The most stable arrangement is (w), and the next structure is 87.4 kcal/mol less stable.

(w)
C3H11NOS2 | the ωB97M-V functional and the def2-TZVPD basis

Charge   0
Frontier orbital gap   9.369 eV
LUMO   0.53 eV
HOMO energy   -8.843 eV
SMILES   C[C@H](N)CSS.O

Cartesian coordinates (Å):
N: 0.310 0.547 1.216
C: 0.263 -0.870 0.801
C: -0.334 -1.695 1.915
C: -0.331 -1.076 -0.594
S: 0.392 0.111 -1.791
S: -0.042 -0.912 -3.547
H: 1.066 1.043 0.766
H: -0.513 1.032 0.878
H: 1.307 -1.162 0.601
H: -1.419 -1.597 2.020
H: 0.136 -1.383 2.841
H: -0.209 -2.761 1.697
H: -1.419 -0.936 -0.587
H: -0.130 -2.077 -0.960
H: -0.984 -0.137 -4.053
H: 1.357 3.674 -0.293
H: 0.141 4.550 -0.535
O: 0.408 3.646 -0.377

(x)
C3H11NOS2 | the ωB97M-V functional and the def2-TZVPD basis

Charge   0
Frontier orbital gap   9.064 eV
LUMO   0.27 eV
HOMO energy   -8.790 eV
SMILES   CNCCSS.O

Cartesian coordinates (Å):
S: -1.398 -1.978 1.196
S: 0.492 -1.096 0.679
C: -0.138 0.585 0.620
C: -1.287 0.849 -0.380
N: -0.950 0.555 -1.768
C: -1.858 1.211 -2.742
H: -0.929 -2.504 2.334
H: 0.683 1.135 0.135
H: -0.420 1.013 1.577
H: -2.306 0.583 -0.072
H: -1.222 1.948 -0.296
H: -1.055 -0.446 -1.899
H: -2.402 0.491 -3.354
H: -2.376 2.028 -2.243
H: -1.216 1.775 -3.427
H: 5.031 1.367 0.486
H: 5.127 2.779 1.059
O: 5.086 2.290 0.222

The most stable arrangement is (w), and the next structure is 19.9 kcal/mol less stable.